Record 1
C5H8NS | ωB97M-V/def2-TZVPD

CARTESIAN COORDINATES (ANGSTROEM)
C -2.92172 -0.38437 -0.45034
C 1.88685 -0.97024 -0.03049
H -3.56146 0.07248 -1.20578
S 0.15651 -1.46303 0.36351
C -0.08669 1.22754 0.99998
H -0.49530 2.24610 0.99336
H 2.29006 -0.89423 0.94787
C 1.96900 0.26967 -0.77684
N -1.87637 0.19579 -0.20820
C -0.67281 0.14397 0.44079
H 2.03230 1.21981 -0.17802
H 1.54149 0.33344 -1.72704
H 2.23155 -1.82458 -0.60004
H 0.93129 1.09142 1.42993
H -3.42469 -1.26374 0.00133

Forces on atoms 1 to 2 (eV/Å):
-3.10 -0.84 -0.69
-0.47 -0.06 -0.15

Calculated values
LUMO energy (alpha / beta) = -5.0 / -7.5 eV
net charge = +1
HOMO (alpha / beta) = -13.8 / -12.8 eV
relative energy (zero: lowest compared OMol25 entry of this formula, charge and spin) = 472.8 kJ/mol

Record 2
C5H8NS | ωB97M-V/def2-TZVPD

CARTESIAN COORDINATES (ANGSTROEM)
C 2.15624 0.20820 2.04021
C 0.80656 0.34335 1.65551
H 4.19027 0.26858 1.08982
C 3.04436 0.39495 0.98080
S 2.19777 0.62994 -0.46582
N 0.79267 0.49342 0.32453
H 2.47081 0.22084 3.13182
C -3.06094 -0.41299 -2.18470
H -0.14233 0.64810 -0.08682
C -2.09093 -0.71346 -1.36206
H -0.15345 0.07093 2.12978
H -1.85472 -0.14376 -0.50954
H -1.34858 -1.34367 -1.69603
H -3.86129 0.23775 -1.87227
H -3.14645 -0.90217 -3.17525

Forces on atoms 1 to 2 (eV/Å):
0.36 1.15 2.05
1.29 -1.42 -1.02

Calculated values
LUMO energy = -5.1 eV
net charge = +1
HOMO = -13.5 eV
relative energy (zero: lowest compared OMol25 entry of this formula, charge and spin) = 172.4 kJ/mol

Record 3
C5H8O | ωB97M-V/def2-TZVPD

CARTESIAN COORDINATES (ANGSTROEM)
C -0.65882 1.45174 -0.39601
H -1.22942 -1.37767 0.43808
C -0.83445 -1.23055 -0.56929
O 0.86375 0.20649 -1.81348
H -1.03334 1.28785 0.61008
C 0.12351 0.26991 -0.88608
H 0.56372 -0.94091 0.24620
C 1.95418 -0.12205 2.05786
C 1.36241 -0.28452 1.01819
H 2.46710 -0.12801 2.98544
H -1.68848 -0.95563 -1.18472
H -1.49897 1.60695 -1.07504
H -0.37009 -2.11669 -0.99844
H -0.02108 2.33311 -0.43278

Forces on atoms 1 to 2 (eV/Å):
0.75 0.25 0.51
0.28 0.03 0.02

Calculated values
LUMO energy = 0.8 eV
HOMO = -9.6 eV
relative energy (zero: lowest compared OMol25 entry of this formula, charge and spin) = 500.0 kJ/mol
SMILES = CC(C)=O.C#C

Record 4
C5H8O | ωB97M-V/def2-TZVPD

CARTESIAN COORDINATES (ANGSTROEM)
C 0.31092 -1.47913 -0.68671
H 1.17183 -2.05302 -1.24186
H -1.41754 0.08189 0.54070
H -0.15190 -2.30796 -0.21791
H -1.16885 2.24808 1.51406
C -0.26461 -0.47950 -1.38145
C -0.14533 1.42290 1.48872
H 0.40195 0.00784 -2.27161
H 0.91459 1.88450 1.34087
O -0.02724 0.27291 2.24684
C -0.37138 0.24757 0.80284
C 0.61053 -0.11926 -0.29721
H 1.53221 0.58517 -0.53325
H -1.39518 -0.31200 -1.30403

Forces on atoms 1 to 2 (eV/Å):
6.37 -6.97 -1.26
-1.37 1.23 0.82

Calculated values
LUMO energy = 1.0 eV
HOMO = -9.9 eV
relative energy (zero: lowest compared OMol25 entry of this formula, charge and spin) = 537.6 kJ/mol
SMILES = C1CC1[C@@H]1CO1

Record 5
C5H8O | ωB97M-V/def2-TZVPD

CARTESIAN COORDINATES (ANGSTROEM)
H 2.03413 0.98249 0.87577
C -0.24540 -0.34884 -1.27996
H -0.86211 -0.30546 2.14079
H 1.91328 0.09770 -1.09881
C -1.20770 -0.33211 1.10744
H -0.00266 -1.14634 -1.98591
H -1.96152 -1.11821 0.97541
H -1.65475 0.63682 0.87950
H 0.54194 -1.47036 0.40155
C 0.92374 0.48009 -0.86613
C -0.03775 -0.56684 0.19305
O 0.77107 1.77742 -0.53081
C 0.92992 1.10921 0.74942
H -1.14219 0.20443 -1.56131

Forces on atoms 1 to 2 (eV/Å):
-0.44 -0.25 -0.02
0.14 0.17 0.07

Calculated values
LUMO energy = 1.0 eV
HOMO = -8.0 eV
relative energy (zero: lowest compared OMol25 entry of this formula, charge and spin) = 523.5 kJ/mol

Record 6
C5H8O | ωB97M-V/def2-TZVPD

CARTESIAN COORDINATES (ANGSTROEM)
H -1.64415 1.10048 -0.14528
H -0.41522 -1.30596 1.51802
H -2.24922 -0.78601 0.09644
O 1.37082 0.71125 1.54328
C -0.59636 0.96849 -0.13036
H 0.71342 0.28488 -1.78138
C -1.24493 -0.58608 -0.34064
C 0.68716 0.90267 -0.88507
C 0.56224 0.28051 0.50141
H 1.36720 1.75817 -0.91700
C -0.08478 -1.08727 0.50049
H 0.47388 -1.91929 0.08306
H -1.28771 -0.83578 -1.40292
H 2.25869 0.36644 1.37022

Forces on atoms 1 to 2 (eV/Å):
-0.57 3.25 0.74
0.08 -0.19 -0.10

Calculated values
LUMO energy = 1.0 eV
HOMO = -9.2 eV
relative energy (zero: lowest compared OMol25 entry of this formula, charge and spin) = 388.7 kJ/mol
SMILES = O[C@@]12CC[C@@H]1C2

Record 7
C5H8O | ωB97M-V/def2-TZVPD

CARTESIAN COORDINATES (ANGSTROEM)
C 1.25197 0.02719 -0.94906
O 0.25609 1.44228 0.64483
H 0.38457 -0.00620 1.95173
C 0.25158 -0.83724 1.26153
C 0.10169 0.10409 0.05426
H -0.58259 1.75296 1.02224
C -2.31623 0.10009 -1.08380
H -0.62409 -1.44004 1.52276
H 1.16744 0.89182 -1.60854
H 1.26804 -0.88498 -1.55583
C -1.21640 0.03017 -0.59723
H 2.19284 0.09403 -0.39446
H -3.28612 0.19009 -1.52157
H 1.15121 -1.46426 1.25312

Forces on atoms 1 to 2 (eV/Å):
0.02 0.08 -0.01
-0.28 0.25 -0.77

Calculated values
LUMO energy = 1.0 eV
HOMO = -10.2 eV
relative energy (zero: lowest compared OMol25 entry of this formula, charge and spin) = 240.6 kJ/mol
SMILES = C#CC(C)(C)O

Record 8
C5H8O | ωB97M-V/def2-TZVPD

CARTESIAN COORDINATES (ANGSTROEM)
H 2.21411 0.37754 0.46294
C 0.26738 0.43442 -1.20463
H -0.62113 0.79525 -1.72534
C 2.06851 1.34180 -0.05183
H 2.71768 1.38094 -0.93764
H -2.18664 -0.72609 1.88085
H -2.21893 -2.50229 1.67064
H 0.99590 0.07981 -1.94245
C -0.93091 -1.27828 0.38518
H 2.29854 2.16041 0.63467
C -0.21745 -0.64778 -0.34963
C -2.13807 -1.54191 1.15915
O 0.74152 1.53008 -0.46792
H -2.99049 -1.40388 0.48602

Forces on atoms 1 to 2 (eV/Å):
-0.09 0.22 -0.08
-0.12 -0.10 -0.29

Calculated values
LUMO energy = 1.0 eV
HOMO = -9.5 eV
relative energy (zero: lowest compared OMol25 entry of this formula, charge and spin) = 277.0 kJ/mol
SMILES = CC#CCOC

Record 9
C5H8O | ωB97M-V/def2-TZVPD

CARTESIAN COORDINATES (ANGSTROEM)
H 2.00242 1.56103 0.41722
C 1.08229 1.01633 0.23783
C -0.77021 -0.73440 -0.30914
H 2.16189 -0.87554 0.10953
H 1.20007 -2.28067 -1.14252
H -1.99814 1.08062 -0.56515
C 1.17492 -0.44797 0.05512
H -1.88286 0.46405 1.10234
H -0.30485 2.55340 0.77080
O 0.19380 -1.10864 0.66301
H -0.69816 -0.85643 -1.38742
H -0.67810 -2.50823 -0.54058
C -1.33465 0.60230 0.16150
C -0.14842 1.53416 0.42746

Forces on atoms 1 to 2 (eV/Å):
-0.09 0.04 -0.28
-1.02 0.11 -0.17

Calculated values
LUMO energy (alpha / beta) = -0.5 / -0.5 eV
HOMO (alpha / beta) = -8.0 / -8.6 eV
relative energy (zero: lowest compared OMol25 entry of this formula, charge and spin) = 919.6 kJ/mol

Record 10
C5H8O | ωB97M-V/def2-TZVPD

CARTESIAN COORDINATES (ANGSTROEM)
C 0.30478 -0.63707 -0.73693
O 0.46726 0.61696 -1.37987
C -1.84408 -0.26154 0.14842
C 0.28018 0.62379 0.01159
H 2.30033 0.80330 0.68043
H -1.10674 -2.24008 -0.42286
H 1.33534 2.29408 0.80489
H -0.79742 0.94350 0.22656
H 1.07574 0.97374 1.96281
H -1.59566 -0.61444 1.17294
C -1.10636 -1.20665 -0.79031
H -1.49873 -1.18542 -1.81164
H 1.18328 -1.28140 -0.79423
C 1.31249 1.20700 0.91971

Forces on atoms 1 to 2 (eV/Å):
-0.09 -0.21 0.12
-0.01 0.10 -0.14

Calculated values
LUMO energy = 0.2 eV
HOMO = -8.4 eV
relative energy (zero: lowest compared OMol25 entry of this formula, charge and spin) = 536.1 kJ/mol

Record 11
C5H8O | ωB97M-V/def2-TZVPD

CARTESIAN COORDINATES (ANGSTROEM)
H -0.04389 -1.37356 -0.99004
H -1.65983 -0.53121 -1.09067
H -1.12347 -0.35523 1.65997
H 0.13274 0.06686 2.83453
H 0.17435 -1.49757 2.01229
C 0.02389 0.70465 -0.32250
O 2.04246 -0.06516 0.76601
C 0.18660 0.62959 -1.81090
C 0.84537 0.11303 0.77541
H -0.67254 1.46589 0.02219
H -0.38105 1.37612 -2.35949
C -0.05550 -0.43697 1.88567
C -0.58463 -0.43562 -1.09469
H 1.11550 0.33917 -2.28779

Forces on atoms 1 to 2 (eV/Å):
-0.20 0.06 0.01
-0.07 0.07 -0.43

Calculated values
LUMO energy = 1.0 eV
HOMO = -9.6 eV
relative energy (zero: lowest compared OMol25 entry of this formula, charge and spin) = 125.6 kJ/mol
SMILES = CC(=O)C1CC1

Record 12
C5H8O | ωB97M-V/def2-TZVPD

CARTESIAN COORDINATES (ANGSTROEM)
H -0.05237 -1.31326 -1.89857
H -1.50305 -0.20761 -0.41671
C 0.78678 -1.13585 -1.22935
H -1.68605 1.45353 1.49578
H 0.07163 1.03587 -1.90106
H -1.15713 -0.12730 2.10112
H 1.13954 1.33765 -0.46114
C 0.51539 -0.91117 0.17643
C 0.40158 0.67460 -0.93541
C -0.87606 0.72165 1.46412
H 1.60724 -1.84666 -1.45950
C -0.59834 0.14115 0.09296
O 1.29114 -1.01672 1.10685
H 0.03141 1.14742 1.89767

Forces on atoms 1 to 2 (eV/Å):
-0.13 -0.08 0.35
0.22 -0.08 0.18

Calculated values
LUMO energy = 0.9 eV
HOMO = -9.3 eV
relative energy (zero: lowest compared OMol25 entry of this formula, charge and spin) = 227.2 kJ/mol

Record 13
C5H8O | ωB97M-V/def2-TZVPD

CARTESIAN COORDINATES (ANGSTROEM)
H 2.20651 1.17587 -0.12420
H 0.80164 -0.56898 1.35764
C 0.67112 -0.18311 0.34970
H -1.54612 -0.04939 1.73489
C 1.12855 1.21108 0.08732
H 0.62743 1.60999 -0.79966
C 0.46052 -1.09908 -0.74496
H 1.00933 -0.80468 -1.64500
O -1.22989 0.38469 0.92406
H 0.95535 1.88074 0.93084
C -1.80893 -0.30390 -0.21784
H -2.87901 -0.12605 -0.27769
H 0.68083 -2.14092 -0.50081
C -1.07733 -0.98626 -1.07429

Forces on atoms 1 to 2 (eV/Å):
-0.12 -0.02 0.02
-0.01 0.05 -0.15

Calculated values
LUMO energy (alpha / beta) = 0.1 / 0.1 eV
HOMO (alpha / beta) = -7.3 / -7.3 eV
relative energy (zero: lowest compared OMol25 entry of this formula, charge and spin) = 502.0 kJ/mol

Record 14
C5H8O | ωB97M-V/def2-TZVPD

CARTESIAN COORDINATES (ANGSTROEM)
H 2.45543 0.03201 -0.38032
H 0.38829 0.78186 -0.99077
H 1.63588 1.60977 -0.22588
C -1.65837 -0.33428 -0.23471
H 1.21932 -1.87303 -0.08251
O -0.65888 -1.35085 -0.65068
H -1.16021 1.67499 0.63444
H 0.71251 0.12844 1.84327
C 0.45411 0.10328 0.78625
C 0.44484 -1.12294 0.01453
C 1.47601 0.52861 -0.31519
H -2.27681 -0.13046 -1.11232
H -2.28357 -0.82649 0.53669
C -0.74856 0.77910 0.17720

Forces on atoms 1 to 2 (eV/Å):
-0.12 0.03 0.04
0.02 -0.04 0.00

Calculated values
LUMO energy (alpha / beta) = 0.7 / 0.7 eV
HOMO (alpha / beta) = -6.7 / -6.7 eV
relative energy (zero: lowest compared OMol25 entry of this formula, charge and spin) = 582.1 kJ/mol

Record 15
C5H8O | ωB97M-V/def2-TZVPD

CARTESIAN COORDINATES (ANGSTROEM)
C -0.52088 -1.06109 0.25194
H -0.69982 -1.79834 1.02618
H 2.26648 0.45413 1.09928
H -0.29648 2.30292 -0.46950
H 0.95551 1.45136 1.73273
H -1.02909 -1.95964 -1.67838
C -1.21881 -1.06431 -1.07173
O -0.63187 0.04605 -1.78109
H -2.30704 -0.92161 -1.00133
H 1.13682 -0.22845 2.29072
C 0.32475 -0.01907 0.30975
C 0.26939 0.63679 -0.98786
C 1.21847 0.43214 1.42226
H 0.53259 1.72910 -1.14296

Forces on atoms 1 to 2 (eV/Å):
0.20 0.17 0.04
0.01 0.11 -0.10

Calculated values
LUMO energy = 0.3 eV
HOMO = -7.5 eV
relative energy (zero: lowest compared OMol25 entry of this formula, charge and spin) = 438.7 kJ/mol

Record 16
C5H8O | ωB97M-V/def2-TZVPD

CARTESIAN COORDINATES (ANGSTROEM)
H -2.38860 -0.82661 1.74308
C -1.24667 0.56971 0.66754
O -1.16482 1.92447 -1.29549
H -0.54331 2.54670 0.54100
H -0.65979 -1.33362 1.27332
C 1.66577 -0.20306 -0.56247
C -1.44783 -0.57962 1.25522
H 1.15304 -2.22073 -0.93078
H -1.52755 1.12050 -1.69116
H 1.16658 0.20792 -1.43682
C -0.97001 1.68432 0.03962
C 1.65659 -1.50262 -0.28785
H 2.14757 -1.90215 0.59620
H 2.15905 0.51478 0.08859

Forces on atoms 1 to 2 (eV/Å):
0.10 0.07 -0.09
0.02 0.02 -0.05

Calculated values
LUMO energy = 0.9 eV
HOMO = -8.9 eV
relative energy (zero: lowest compared OMol25 entry of this formula, charge and spin) = 304.2 kJ/mol
SMILES = C=C=CO.C=C

Record 17
C5H8O | ωB97M-V/def2-TZVPD

CARTESIAN COORDINATES (ANGSTROEM)
C 0.45399 -0.65795 0.52970
H -0.02597 0.18840 -2.18944
H 0.62875 -1.29416 1.39494
C 1.40778 -0.05974 -0.46815
C -0.64082 -0.20863 -0.11043
H 2.18682 0.64689 -0.15188
C -2.05198 -0.42741 0.16899
H 1.86872 -0.88066 -1.01666
H 0.89892 0.78776 1.96710
C 0.14575 0.53262 -1.16851
H -2.23945 -0.92956 1.14528
H 0.09329 1.62866 -1.14539
H 0.23566 0.79604 1.61735
O -2.96146 -0.12225 -0.57290

Forces on atoms 1 to 2 (eV/Å):
-0.32 -0.81 -0.64
0.04 0.10 0.01

Calculated values
LUMO energy = 0.3 eV
HOMO = -9.5 eV
relative energy (zero: lowest compared OMol25 entry of this formula, charge and spin) = 348.8 kJ/mol
SMILES = O=CC1=CCC1.[H][H]

Record 18
C5H8O | ωB97M-V/def2-TZVPD

CARTESIAN COORDINATES (ANGSTROEM)
H -2.67360 -0.62927 -1.72356
C -0.98758 0.51729 -1.06605
H -1.37725 -1.44768 -0.83806
H -1.12996 -1.02125 -2.54413
C -1.58913 -0.69472 -1.60861
C -0.40054 1.26930 -0.32620
H 1.34834 1.84631 0.77701
H 1.51843 -0.43855 -0.13657
O 0.42985 0.15514 1.54812
C 1.36937 -0.69396 0.92188
H 1.00578 -1.72841 0.97223
C 0.34460 1.43048 0.93911
H 2.33486 -0.63642 1.44289
H -0.19318 2.07174 1.64195

Forces on atoms 1 to 2 (eV/Å):
0.15 0.05 -0.08
0.29 0.27 0.44

Calculated values
LUMO energy = 1.0 eV
HOMO = -9.5 eV
relative energy (zero: lowest compared OMol25 entry of this formula, charge and spin) = 289.3 kJ/mol
SMILES = CC#CCOC

Record 19
C5H8O | ωB97M-V/def2-TZVPD

CARTESIAN COORDINATES (ANGSTROEM)
C 0.12491 -1.05716 0.25654
C -0.64716 2.63315 -0.42270
H 1.35297 -2.38043 -0.16603
H -1.51908 0.17806 -0.30456
C -0.68183 -1.89528 0.90596
H -1.71569 2.46782 -0.55788
H 1.27711 1.49861 -0.39920
H -0.60039 -2.89005 1.32820
O 1.34227 -1.43090 -0.26635
H -1.72143 -1.60815 1.04469
C 0.21387 1.41096 -0.23355
H -0.60457 3.30331 0.44695
H -0.39889 3.30250 -1.25803
C -0.44857 0.24871 -0.18853

Forces on atoms 1 to 2 (eV/Å):
-0.61 -0.67 -1.51
0.07 1.44 -0.01

Calculated values
LUMO energy = 0.9 eV
HOMO = -8.6 eV
relative energy (zero: lowest compared OMol25 entry of this formula, charge and spin) = 183.5 kJ/mol
SMILES = C=C(O)/C=C/C

Record 20
C5H8O | ωB97M-V/def2-TZVPD

CARTESIAN COORDINATES (ANGSTROEM)
H 2.67618 -0.22011 0.36922
H -2.80672 0.13184 -1.04718
O -1.00297 1.01878 -1.75922
H -2.05021 1.40324 0.05669
C 1.67442 -0.61575 0.23530
C 0.68582 -0.44275 1.35097
C -1.90671 0.65555 -0.72363
H 1.00338 0.08606 2.24485
H 0.75030 1.40893 0.11393
H -0.56682 -0.99369 -1.27921
C 0.52840 0.34448 0.07918
H 1.63788 -1.54036 -0.33684
C -0.60039 0.00900 -0.84625
H -0.02256 -1.24523 1.54219

Forces on atoms 1 to 2 (eV/Å):
-0.17 0.00 -0.03
0.15 0.11 0.03

Calculated values
LUMO energy = 1.2 eV
HOMO = -10.0 eV
relative energy (zero: lowest compared OMol25 entry of this formula, charge and spin) = 214.1 kJ/mol
SMILES = C1CC1[C@H]1CO1